The following is a quantum chemistry calculation of an isolated molecule of C17H14N2O2, from the Open Molecules 2025 dataset.

Properties
- 2S+1 = 1
- total charge = 0
- frontier orbital gap (eV) = 8.85
- SMILES string = Cc1cccc(C(=O)c2cn[nH]c2-c2ccccc2O)c1

Atoms and positions in Å:
C1 -2.65 -0.11 2.45
C2 -2.07 -0.89 1.32
C3 -2.90 -1.50 0.38
C4 -2.36 -2.23 -0.67
C5 -0.99 -2.33 -0.81
C6 -0.15 -1.69 0.10
C7 1.32 -1.76 -0.11
O1 1.88 -2.76 -0.50
C8 2.05 -0.52 0.16
C9 3.41 -0.42 0.56
N1 3.75 0.82 0.78
N2 2.67 1.55 0.52
C10 1.61 0.81 0.14
C11 0.32 1.41 -0.20
C12 -0.25 2.35 0.65
C13 -1.48 2.92 0.37
C14 -2.15 2.54 -0.78
C15 -1.60 1.63 -1.65
C16 -0.36 1.06 -1.38
O2 0.15 0.20 -2.29
C17 -0.70 -0.99 1.17
H1 -3.67 -0.43 2.68
H2 -2.69 0.95 2.19
H3 -2.04 -0.21 3.35
H4 -3.97 -1.42 0.48
H5 -3.01 -2.71 -1.38
H6 -0.55 -2.89 -1.63
H7 4.10 -1.23 0.70
H8 2.71 2.56 0.60
H9 0.28 2.62 1.56
H10 -1.90 3.64 1.05
H11 -3.12 2.97 -1.00
H12 -2.10 1.33 -2.55
H13 1.01 -0.14 -2.01
H14 -0.05 -0.54 1.90

Mulliken atomic charge list, values in e, 4 entries:
1 C -1.446
2 C 0.797
3 C -0.640
4 C -0.764



The following is a quantum chemistry calculation of a cluster of 13 separate species, C4H35NO12 in total in a non-equilibrium geometry, from the Open Molecules 2025 dataset.

Properties
- 2S+1 = 1
- total charge = 0
- frontier orbital gap (eV) = 9.48

Atoms and positions in Å:
C1 0.97 0.59 -2.44
C2 1.28 -0.18 -1.16
C3 0.47 -1.48 -1.01
C4 1.35 -2.72 -0.93
N1 2.20 -2.69 0.27
H1 0.69 -0.20 -3.17
H2 1.79 1.12 -2.90
H3 0.00 1.09 -2.54
H4 2.36 -0.33 -1.17
H5 1.14 0.32 -0.20
H6 -0.09 -1.50 -0.06
H7 -0.22 -1.47 -1.85
H8 2.06 -2.77 -1.76
H9 0.77 -3.65 -0.92
H10 1.59 -2.75 1.08
H11 2.75 -1.85 0.42
H12 -3.42 -1.04 0.42
H13 -1.92 -1.43 -0.02
O1 -2.76 -1.04 -0.27
H14 4.65 1.02 1.07
H15 3.30 0.83 0.41
O2 4.23 0.96 0.20
H16 -4.29 0.76 0.50
H17 -3.72 1.95 1.38
O3 -4.06 1.68 0.52
H18 0.76 2.93 1.97
H19 -0.65 3.05 2.62
O4 0.16 2.53 2.61
H20 2.96 3.34 0.20
H21 1.86 4.40 0.35
O5 2.48 3.87 0.86
H22 -2.30 -3.93 0.31
H23 -1.07 -3.88 1.18
O6 -2.03 -3.81 1.23
H24 -1.72 -2.53 -2.94
H25 -2.77 -2.44 -1.64
O7 -2.04 -2.87 -2.11
H26 3.53 -0.09 -3.47
H27 4.37 -1.00 -2.56
O8 3.65 -1.00 -3.19
H28 -2.24 1.37 3.89
H29 -1.76 1.33 2.28
O9 -2.44 1.20 2.97
H30 -1.77 -1.07 3.19
H31 -1.67 -2.24 2.16
O10 -1.29 -1.38 2.41
H32 -0.14 2.99 -0.84
H33 -0.59 4.28 -1.51
O11 0.09 3.60 -1.55
H34 -0.36 1.10 0.62
H35 -1.77 1.08 -0.16
O12 -1.22 1.52 0.50

Mulliken atomic charge list, values in e, 4 entries:
1 C -1.894
2 C 0.267
3 C 1.348
4 C -1.246



The following is a quantum chemistry calculation of a cluster of 2 separate species, C3H13N3O in total in a non-equilibrium geometry, from the Open Molecules 2025 dataset.

Properties
- 2S+1 = 1
- total charge = 0
- frontier orbital gap (eV) = 10.00
- SMILES string = NCCNCN.O

Atoms and positions in Å:
N1 0.30 -0.93 2.34
C1 0.09 -1.46 1.00
C2 -1.13 -0.85 0.36
N2 -0.90 0.45 -0.27
C3 -0.44 0.28 -1.66
N3 0.06 1.49 -2.27
H1 0.13 0.06 2.36
H2 1.19 -1.12 2.77
H3 0.98 -1.30 0.37
H4 0.04 -2.55 1.03
H5 -1.96 -0.88 1.07
H6 -1.57 -1.58 -0.35
H7 -1.78 0.94 -0.28
H8 0.35 -0.48 -1.62
H9 -1.25 -0.15 -2.27
H10 1.05 1.64 -2.15
H11 -0.44 2.25 -1.85
O1 2.05 1.32 0.22
H12 2.13 1.79 1.04
H13 1.09 1.10 0.17

Mulliken atomic charge list, values in e, 4 entries:
1 N -0.664
2 C -0.193
3 C -0.959
4 N -0.353



The following is a quantum chemistry calculation of a cluster of 2 separate species, C4H2F2O in total in a non-equilibrium geometry, from the Open Molecules 2025 dataset.

Properties
- 2S+1 = 1
- total charge = 0
- frontier orbital gap (spin up / spin down) (eV) = 8.35 / 8.35

Atoms and positions in Å:
C1 -0.45 2.55 -0.03
C2 -0.25 1.36 -0.28
C3 -0.30 0.11 -0.84
C4 0.34 -0.55 0.25
O1 1.61 -0.64 0.34
F1 -2.10 -0.82 -0.28
F2 -0.34 -0.82 1.34
H1 -0.44 -0.38 -1.80
H2 1.92 -0.80 1.30

Mulliken atomic charge list, values in e, 4 entries:
1 C -0.330
2 C -0.258
3 C 0.303
4 C 0.547



The following is a quantum chemistry calculation of a cluster of 2 separate species, C3H8NO3 in total in a non-equilibrium geometry, from the Open Molecules 2025 dataset.

Properties
- 2S+1 = 1
- total charge = -1
- frontier orbital gap (eV) = 6.38

Atoms and positions in Å:
C1 0.56 1.01 -1.95
C2 0.86 -0.23 -1.62
C3 -0.56 -1.03 1.33
N1 0.51 -0.25 0.96
O1 0.09 1.18 1.07
O2 -1.00 -0.80 2.69
O3 -1.72 -0.91 0.49
H1 -0.44 1.19 -2.35
H2 0.59 1.41 0.30
H3 1.25 1.87 -2.21
H4 0.28 -1.04 -1.71
H5 1.90 -0.27 -1.29
H6 -0.31 -2.09 1.38
H7 -0.63 0.01 2.92
H8 -1.39 -0.05 0.01

Mulliken atomic charge list, values in e, 4 entries:
1 C -0.772
2 C -0.290
3 C 0.228
4 N -0.693



The following is a quantum chemistry calculation of a cluster of 3 separate species, C4H9N8O3 in total in a non-equilibrium geometry, from the Open Molecules 2025 dataset.

Properties
- 2S+1 = 1
- total charge = +1
- frontier orbital gap (eV) = 9.07

Atoms and positions in Å:
C1 -2.82 -0.08 1.25
C2 3.26 -1.15 -0.48
C3 -2.49 -0.12 -0.33
C4 3.02 1.36 0.77
N1 -3.86 0.61 1.40
N2 4.39 -0.91 -0.30
N3 -1.27 0.66 -0.48
N4 -3.66 0.47 -0.86
N5 3.70 1.26 1.71
N6 2.04 1.59 0.00
N7 -0.17 0.24 -0.38
N8 -2.24 -1.43 -0.78
O1 0.28 -1.04 -0.15
O2 -4.41 0.98 0.28
O3 5.48 -0.48 -0.10
H1 -2.32 -0.75 1.86
H2 2.31 -1.42 -0.90
H3 -3.58 1.17 -1.66
H4 4.60 1.01 2.13
H5 1.90 2.33 -0.62
H6 1.14 0.87 0.01
H7 -0.35 -1.72 0.14
H8 -2.01 -1.36 -1.79
H9 -2.93 -2.10 -0.70

Mulliken atomic charge list, values in e, 4 entries:
1 C -0.340
2 C -0.254
3 C 0.742
4 C 0.454



The following is a quantum chemistry calculation of a cluster of 2 separate species, C30H46ClF5N3O4P2S3 in total in a non-equilibrium geometry, from the Open Molecules 2025 dataset.

Properties
- 2S+1 = 1
- total charge = +1
- frontier orbital gap (eV) = 6.30

Atoms and positions in Å:
C1 3.94 2.87 4.08
C2 5.28 3.10 3.30
O1 5.64 4.23 3.14
O2 5.98 1.99 2.87
C3 6.33 2.07 1.47
C4 5.17 1.43 0.60
C5 4.29 2.56 -0.11
C6 2.98 2.90 0.71
C7 1.71 3.12 -0.20
C8 0.51 2.14 0.18
C9 -0.24 1.68 -1.09
C10 -1.50 2.25 -1.54
C11 -2.14 3.35 -0.67
C12 -2.68 4.62 -1.44
C13 -4.26 4.66 -1.27
C14 -4.71 5.28 0.07
F1 -3.94 4.93 1.15
F2 -4.74 6.66 0.03
C15 -6.18 4.81 0.42
F3 -6.22 3.45 0.57
F4 -7.07 5.23 -0.49
F5 -6.50 5.31 1.64
C16 -2.06 1.70 -2.78
S1 -3.64 2.30 -3.42
C17 -1.39 0.66 -3.50
P1 -2.23 0.03 -5.10
O3 -2.48 -1.64 -4.93
Cl1 -0.90 0.34 -6.69
N1 -0.18 0.12 -3.03
P2 0.49 -1.20 -4.03
C18 2.13 -0.73 -4.79
C19 0.68 -2.71 -2.95
C20 0.37 0.61 -1.87
C21 1.68 -0.01 -1.33
C22 1.40 -1.09 -0.20
C23 -0.10 -1.21 0.23
S2 -0.37 -2.54 1.49
C24 -2.19 -2.62 1.56
S3 -3.01 -1.22 1.91
N2 -2.95 -3.79 1.32
C25 -2.21 -4.84 0.57
C26 -1.43 -5.84 1.50
O4 -2.30 -6.39 2.51
C27 -2.62 -5.28 3.35
C28 -3.58 -4.33 2.54
H1 3.17 3.57 3.69
H2 3.61 1.82 3.87
H3 4.08 2.95 5.18
H4 7.25 1.45 1.31
H5 6.55 3.10 1.13
H6 4.56 0.80 1.29
H7 5.66 0.80 -0.18
H8 4.96 3.45 -0.23
H9 4.03 2.12 -1.11
H10 3.16 3.85 1.27
H11 2.85 2.08 1.45
H12 1.39 4.19 -0.20
H13 2.03 2.91 -1.25
H14 0.99 1.29 0.71
H15 -0.14 2.63 0.94
H16 -1.47 3.72 0.14
H17 -2.99 2.86 -0.12
H18 -2.26 5.59 -1.07
H19 -2.47 4.57 -2.54
H20 -4.74 5.19 -2.14
H21 -4.63 3.61 -1.33
H22 -4.55 1.28 -3.33
H23 -2.65 -1.79 -3.98
H24 2.03 -0.41 -5.85
H25 2.69 0.06 -4.22
H26 2.77 -1.65 -4.81
H27 -0.12 -2.68 -2.18
H28 1.71 -2.73 -2.52
H29 0.54 -3.66 -3.52
H30 2.34 0.76 -0.88
H31 2.29 -0.50 -2.13
H32 1.97 -0.79 0.72
H33 1.75 -2.12 -0.45
H34 -0.43 -0.26 0.71
H35 -0.81 -1.42 -0.59
H36 -1.54 -4.41 -0.22
H37 -2.98 -5.46 0.04
H38 -1.08 -6.70 0.89
H39 -0.57 -5.27 1.93
H40 -3.14 -5.61 4.27
H41 -1.71 -4.68 3.63
H42 -4.47 -4.93 2.23
H43 -3.96 -3.54 3.23
C29 1.51 -7.93 3.76
C30 1.73 -6.90 2.73
N3 1.90 -6.10 1.93
H44 1.96 -8.87 3.45
H45 1.95 -7.61 4.70
H46 0.44 -8.08 3.91

Mulliken atomic charge list, values in e, 4 entries:
1 C -0.779
2 C 0.699
3 O -0.526
4 O -0.406



The following is a quantum chemistry calculation of a cluster of 10 separate species, C40H57NO30S in total in a non-equilibrium geometry, from the Open Molecules 2025 dataset.

Properties
- 2S+1 = 1
- total charge = 0
- frontier orbital gap (eV) = 9.30
- SMILES string = O=[N+]([O-])c1ccccc1.C[C@H]1COC(=O)O1.C[C@H]1COC(=O)O1.C[C@H]1COC(=O)O1.C[C@H]1COC(=O)O1.C[C@H]1COC(=O)O1.C[C@H]1COC(=O)O1.C[C@H]1COC(=O)O1.C[C@H]1COC(=O)O1.O=S1(=O)OCCO1

Atoms and positions in Å:
O1 0.95 -4.61 -5.07
N1 0.48 -3.75 -5.84
O2 0.86 -3.59 -7.01
C1 -0.65 -2.97 -5.39
C2 -1.20 -2.05 -6.22
C3 -2.41 -1.42 -5.93
C4 -2.99 -1.69 -4.70
C5 -2.33 -2.52 -3.81
C6 -1.28 -3.33 -4.20
H1 -0.68 -1.84 -7.13
H2 -2.93 -0.72 -6.61
H3 -3.89 -1.17 -4.37
H4 -2.69 -2.72 -2.79
H5 -0.81 -4.00 -3.50
C7 -5.07 3.25 3.90
C8 -4.20 2.43 4.83
C9 -4.75 1.00 5.05
O3 -3.65 0.13 4.57
C10 -2.69 0.87 3.99
O4 -1.62 0.45 3.63
O5 -2.99 2.15 4.12
H6 -6.10 3.37 4.31
H7 -5.23 2.66 2.99
H8 -4.55 4.21 3.73
H9 -4.04 3.04 5.72
H10 -5.62 0.86 4.42
H11 -5.06 0.75 6.08
C11 -3.49 -3.66 3.64
C12 -3.99 -4.28 2.30
C13 -5.01 -3.37 1.52
O6 -4.51 -3.37 0.18
C14 -3.28 -3.95 0.13
O7 -2.60 -3.90 -0.83
O8 -2.92 -4.44 1.35
H12 -2.88 -4.46 4.09
H13 -4.31 -3.54 4.30
H14 -3.01 -2.70 3.44
H15 -4.40 -5.25 2.50
H16 -5.03 -2.38 1.87
H17 -5.97 -3.84 1.62
C15 1.78 -0.78 -3.85
C16 2.06 0.61 -4.34
C17 1.74 0.91 -5.84
O9 1.01 2.14 -5.88
C18 0.51 2.35 -4.66
O10 -0.27 3.15 -4.33
O11 1.10 1.52 -3.74
H18 0.90 -1.21 -4.35
H19 1.77 -0.86 -2.80
H20 2.61 -1.43 -4.18
H21 3.00 1.01 -3.95
H22 1.17 0.16 -6.42
H23 2.71 1.05 -6.38
C19 2.58 4.84 -2.40
C20 3.00 4.79 -0.96
C21 2.10 5.52 -0.01
O12 2.10 4.64 1.11
C22 2.47 3.42 0.74
O13 2.41 2.45 1.49
O14 2.97 3.43 -0.49
H24 2.73 5.82 -2.78
H25 1.57 4.45 -2.61
H26 3.30 4.20 -2.96
H27 3.95 5.23 -0.92
H28 1.06 5.69 -0.38
H29 2.56 6.51 0.30
C23 0.18 3.94 4.21
C24 0.88 2.76 4.98
C25 2.41 2.67 4.62
O15 2.99 3.47 5.68
C26 2.20 3.69 6.70
O16 2.48 4.25 7.71
O17 0.94 3.15 6.39
H30 0.37 3.79 3.17
H31 0.65 4.88 4.35
H32 -0.88 4.03 4.54
H33 0.31 1.83 5.07
H34 2.73 3.01 3.64
H35 2.98 1.76 4.73
C27 -1.05 2.01 0.53
C28 -0.94 2.46 -0.96
C29 -2.28 2.44 -1.72
O18 -2.61 3.83 -1.94
C30 -1.61 4.65 -1.53
O19 -1.59 5.82 -1.64
O20 -0.62 3.89 -0.90
H36 -0.07 2.02 1.03
H37 -1.38 0.97 0.67
H38 -1.71 2.70 1.08
H39 -0.16 1.88 -1.55
H40 -3.12 2.03 -1.18
H41 -2.14 1.97 -2.64
C31 1.87 -5.47 -0.74
C32 0.49 -5.52 -0.13
C33 -0.21 -6.99 0.16
O21 -0.18 -7.04 1.55
C34 0.06 -5.83 2.11
O22 -0.07 -5.61 3.25
O23 0.48 -4.96 1.20
H42 2.42 -4.54 -0.54
H43 1.90 -5.72 -1.80
H44 2.43 -6.28 -0.22
H45 -0.26 -4.87 -0.61
H46 0.33 -7.89 -0.23
H47 -1.22 -6.98 -0.23
C35 5.81 0.40 0.43
C36 5.15 -0.30 -0.73
C37 3.74 0.23 -0.91
O24 3.91 1.23 -2.01
C38 5.14 0.98 -2.64
O25 5.57 1.48 -3.61
O26 5.78 0.04 -1.96
H48 5.71 1.44 0.28
H49 6.85 0.09 0.52
H50 5.25 0.26 1.39
H51 5.34 -1.35 -0.65
H52 3.29 0.77 -0.10
H53 3.09 -0.64 -1.17
O27 -1.46 -0.98 -1.04
S1 -0.39 -1.58 -0.33
O28 0.41 -2.60 -0.95
O29 0.67 -0.54 0.25
C39 0.86 -0.73 1.70
C40 0.16 -2.01 2.12
O30 -0.85 -2.16 1.04
H54 1.95 -0.86 1.89
H55 0.42 0.14 2.14
H56 -0.37 -1.81 3.01
H57 0.69 -2.93 2.13

Mulliken atomic charge list, values in e, 4 entries:
1 O -0.615
2 N 1.139
3 O -0.639
4 C -0.391



The following is a quantum chemistry calculation of an isolated molecule of C7H12S in a non-equilibrium geometry, from the Open Molecules 2025 dataset.

Properties
- 2S+1 = 1
- total charge = 0
- frontier orbital gap (eV) = 8.96
- SMILES string = C[C@@H]1[C@@H]2SCC[C@@]12C

Atoms and positions in Å:
C1 -2.55 -0.64 0.12
C2 -1.29 -0.34 -0.70
C3 0.11 -1.02 -0.62
S1 1.46 -1.56 0.39
C4 2.33 0.01 -0.15
C5 1.28 0.96 -0.65
C6 0.01 0.40 -0.10
C7 -0.08 0.66 1.37
H1 -2.96 -1.60 -0.42
H2 -2.36 -1.05 1.07
H3 -3.21 0.21 0.10
H4 -1.51 -0.08 -1.73
H5 0.43 -1.06 -1.69
H6 2.91 0.44 0.64
H7 3.14 -0.24 -0.84
H8 1.39 2.05 -0.43
H9 1.26 0.89 -1.77
H10 0.95 0.37 1.91
H11 -0.85 -0.11 1.84
H12 -0.45 1.70 1.64

Mulliken atomic charge list, values in e, 4 entries:
1 C -1.532
2 C 0.034
3 C -0.283
4 S -0.200



The following is a quantum chemistry calculation of a structure of composition C5H6O2, from the Open Molecules 2025 dataset.

Properties
- 2S+1 = 1
- total charge = 0
- frontier orbital gap (eV) = 9.82

Atoms and positions in Å:
C1 0.61 0.61 1.21
O1 0.77 -0.81 1.11
C2 0.22 -1.20 -0.11
C3 -1.10 -0.61 -0.59
O2 -1.44 0.60 0.07
C4 -0.06 1.03 -0.10
C5 0.22 -0.11 -1.12
H1 1.57 1.09 1.45
H2 -0.11 0.81 2.02
H3 0.46 -2.22 -0.38
H4 -1.91 -1.18 -1.02
H5 0.03 2.07 -0.42
H6 0.65 -0.06 -2.11

Mulliken atomic charge list, values in e, 4 entries:
1 C -0.576
2 O -0.440
3 C -0.249
4 C -0.193



The following is a quantum chemistry calculation of an isolated molecule of C4H8OS in a non-equilibrium geometry, from the Open Molecules 2025 dataset.

Properties
- 2S+1 = 1
- total charge = 0
- frontier orbital gap (eV) = 10.29
- SMILES string = CCCSC=O

Atoms and positions in Å:
C1 0.91 1.66 1.10
C2 0.05 1.17 -0.03
C3 -0.39 -0.26 -0.02
S1 -0.88 -0.91 -1.74
C4 -0.74 -2.49 -1.26
O1 -0.29 -2.90 -0.24
H1 0.49 1.09 2.08
H2 1.92 1.31 0.93
H3 0.70 2.82 1.09
H4 0.79 1.24 -0.86
H5 -0.69 1.89 0.00
H6 0.59 -0.90 -0.03
H7 -1.02 -0.51 0.81
H8 -1.43 -3.22 -1.82

Mulliken atomic charge list, values in e, 4 entries:
1 C -0.947
2 C -0.516
3 C -0.572
4 S -0.128



The following is a quantum chemistry calculation of an isolated molecule of BrH2PS in a non-equilibrium geometry, from the Open Molecules 2025 dataset.

Properties
- 2S+1 = 1
- total charge = 0
- frontier orbital gap (spin up / spin down) (eV) = 7.12 / 7.02
- SMILES string = PSBr

Atoms and positions in Å:
P1 0.04 -0.90 0.11
S1 -1.70 -1.66 0.06
Br1 -3.61 0.29 -0.14
H1 0.49 -0.08 -0.97
H2 0.39 0.06 1.08

Mulliken atomic charge list, values in e, 4 entries:
1 P 0.089
2 S -0.020
3 Br -0.281
4 H 0.106



The following is a quantum chemistry calculation of a structure of composition C7H8 in a non-equilibrium geometry, from the Open Molecules 2025 dataset.

Properties
- 2S+1 = 1
- total charge = 0
- frontier orbital gap (eV) = 10.88

Atoms and positions in Å:
C1 -1.04 -0.72 -1.07
C2 -0.21 0.02 0.00
C3 -1.01 0.25 1.29
C4 1.09 -0.66 0.26
C5 2.28 -0.84 0.32
C6 0.38 1.29 -0.53
C7 0.95 2.33 -0.97
H1 -0.47 -0.81 -2.00
H2 -1.96 -0.17 -1.28
H3 -1.30 -1.72 -0.71
H4 -1.28 -0.72 1.74
H5 -0.43 0.83 2.00
H6 -1.93 0.79 1.07
H7 3.34 -0.99 0.36
H8 1.59 1.14 -0.49

Mulliken atomic charge list, values in e, 4 entries:
1 C -1.380
2 C 2.161
3 C -1.382
4 C -1.011



The following is a quantum chemistry calculation of the ion C6H12N3 with charge +1 in a non-equilibrium geometry, from the Open Molecules 2025 dataset.

Properties
- 2S+1 = 1
- total charge = +1
- frontier orbital gap (spin up / spin down) (eV) = 7.34 / 7.34

Atoms and positions in Å:
C1 0.63 -0.83 1.29
C2 -0.53 -0.10 2.14
C3 -0.14 -0.54 -1.14
C4 0.78 -0.13 0.02
C5 -0.02 0.08 -2.48
C6 1.74 0.91 -0.14
N1 -1.78 -0.44 1.60
N2 -3.54 0.79 0.76
N3 -2.57 0.31 1.07
H1 1.42 -0.76 2.02
H2 0.37 -1.85 1.19
H3 -0.52 -0.61 3.13
H4 -0.27 0.99 1.98
H5 -1.29 -0.44 -0.93
H6 0.02 -1.65 -1.31
H7 0.17 1.15 -2.53
H8 -1.02 -0.17 -2.88
H9 0.82 -0.43 -3.17
H10 1.89 1.38 0.88
H11 1.27 1.78 -0.74
H12 2.56 0.56 -0.77

Mulliken atomic charge list, values in e, 4 entries:
1 C -1.009
2 C -0.448
3 C -0.151
4 C 0.833



The following is a quantum chemistry calculation of an isolated molecule of C3H7N5 in a non-equilibrium geometry, from the Open Molecules 2025 dataset.

Properties
- 2S+1 = 1
- total charge = 0
- frontier orbital gap (eV) = 7.76

Atoms and positions in Å:
C1 0.92 0.29 1.68
C2 1.67 -1.31 0.17
C3 -1.81 0.58 -1.84
N1 -1.96 1.22 0.43
N2 -0.15 -0.03 -0.47
N3 1.23 0.97 2.64
N4 0.73 -0.24 0.55
N5 -1.33 0.67 -0.42
H1 2.69 -0.93 0.15
H2 1.60 -2.14 0.88
H3 1.37 -1.64 -0.82
H4 -1.75 -0.45 -2.19
H5 -1.18 1.21 -2.46
H6 -2.84 0.94 -1.86
H7 0.81 0.86 3.56

Mulliken atomic charge list, values in e, 4 entries:
1 C 0.393
2 C -0.938
3 C -0.685
4 N -0.859